A cluster of 9 separate species, C8H36N2O9 in total, computed with ωB97M-V/def2-TZVPD.

Values from the calculation:
M   304.38 g mol⁻¹
Lowest unoccupied orbital energy   -0.15 eV
SMILES   COC[C@H](C)N.COC[C@H](C)N.O.O.O.O.O.O.O
Energy above the lowest of the compared OMol25 structures with the same formula, charge and spin   53.44 kJ/mol
Frontier orbital gap   0.3033 hartree
Energy   -30287.1720 eV

The geometry in ORCA input format:
```
! wB97M-V def2-TZVPD RIJCOSX def2/J DEFGRID3
* xyz 0 1
C 1.9881 -3.8770 2.4323
O 2.5340 -2.6938 3.0182
C 1.5780 -1.9057 3.6850
C 0.6533 -1.1540 2.7464
C 1.3809 -0.0537 2.0020
N -0.4911 -0.6442 3.5148
H 2.8460 -4.4972 2.1769
H 1.4646 -3.6608 1.4970
H 1.3321 -4.3735 3.1495
H 0.9887 -2.4849 4.4097
H 2.1622 -1.1928 4.2773
H 0.2653 -1.8508 1.9876
H 1.6149 0.7322 2.7320
H 0.8021 0.3346 1.1639
H 2.3257 -0.3898 1.5757
H -1.1759 -1.3753 3.6495
H -0.9537 0.1332 3.0646
C 1.5860 -4.6800 -2.6738
O 1.0439 -3.6953 -1.8113
C 0.8469 -2.4730 -2.4900
C 0.2916 -1.4339 -1.5526
C -1.1434 -1.8566 -1.1708
N 0.2105 -0.1339 -2.2386
H 1.6035 -5.6085 -2.1147
H 2.5986 -4.3720 -2.9632
H 0.9849 -4.7547 -3.5854
H 1.7929 -2.1307 -2.9385
H 0.1452 -2.6094 -3.3288
H 0.8712 -1.3476 -0.6334
H -1.6361 -1.1350 -0.5170
H -1.2384 -2.8686 -0.7631
H -1.7401 -1.8830 -2.0914
H 0.1439 0.5709 -1.5106
H -0.6555 -0.0719 -2.7629
O -2.3436 4.7530 -0.1934
H -2.2613 5.3832 -0.9171
H -1.4954 4.8083 0.2786
O -1.7138 1.3223 -4.0621
H -2.6647 1.4387 -3.9742
H -1.3264 2.0007 -3.4888
O -0.9521 2.6889 2.6350
H -0.1844 2.6645 3.2200
H -1.6872 2.4002 3.1873
O -0.3277 5.5165 1.6550
H 0.6134 5.7018 1.5701
H -0.3793 4.6953 2.1658
O -3.2120 2.2256 -1.3222
H -3.0356 3.1743 -1.3858
H -3.0713 2.0360 -0.3912
O -0.3375 3.7284 -3.2603
H 0.5295 3.8578 -2.8612
H -0.1629 3.6763 -4.2072
O -0.1590 2.1361 -0.3364
H -0.4623 2.9057 -0.8314
H -0.3875 2.3232 0.5831
*
```